Version A
10
Properties=species:S:1:pos:R:3 method="wB97M-V/def2-TZVPD" orbital_gap_ha=0.3849 mol_weight_g_mol=112.05 smiles="FC=C(F)F.C=O" total_charge=0 lumo_ev=0.60
C 0.631 -0.789 -0.275
C -1.052 1.998 0.844
C -2.132 1.258 0.656
O 1.098 0.282 -0.520
F -0.770 2.540 2.031
F -2.411 0.700 -0.515
F -3.056 0.955 1.551
H 1.166 -1.543 0.325
H -0.367 -1.095 -0.631
H -0.323 2.190 0.073

***

Version B
10
Properties=species:S:1:pos:R:3 method="wB97M-V/def2-TZVPD" orbital_gap_ha=0.4084 mol_weight_g_mol=112.05 smiles="C=C(F)F.O=CF" total_charge=0 lumo_ev=0.88
C -1.745 -0.557 0.311
C -1.406 0.668 -0.022
C 2.228 -0.183 -0.078
O 1.621 -1.168 -0.306
F -2.021 1.387 -1.005
F 3.362 0.102 -0.728
F -0.396 1.396 0.341
H -2.638 -1.119 -0.020
H -0.901 -1.092 0.848
H 1.895 0.565 0.660

***

Energy ordering: version B at the bottom, the next structure 95.2 kJ/mol above.

***

Version A
16
Properties=species:S:1:pos:R:3 method="wB97M-V/def2-TZVPD" orbital_gap_ha=0.3607 mol_weight_g_mol=99.13 smiles="C=CC[C@H](N)C=O" total_charge=0 lumo_ev=1.04
O 1.794 0.202 -1.778
C 1.511 0.065 -0.622
C 0.489 -0.948 -0.135
C -0.743 -0.188 0.465
C -1.350 0.852 -0.404
C -1.339 2.153 -0.102
N 0.998 -1.976 0.713
H 2.067 0.616 0.168
H 0.206 -1.410 -1.083
H -1.364 -0.998 0.847
H -0.302 0.259 1.367
H -1.648 0.550 -1.407
H -0.578 2.640 0.500
H -2.002 2.826 -0.631
H 0.681 -2.917 0.612
H 1.580 -1.725 1.490

***

Version B
16
Properties=species:S:1:pos:R:3 method="wB97M-V/def2-TZVPD" orbital_gap_ha="0.3064 / 0.3064" mol_weight_g_mol=99.13 total_charge=0 lumo_ev="0.23 / 0.23"
C -1.126 -0.178 1.205
C -0.314 0.061 0.083
C 0.202 -1.080 -0.659
C -0.356 1.345 -0.727
O 1.087 1.492 -0.760
C 1.325 0.422 0.049
N 2.331 0.090 0.714
H -0.876 -1.019 1.848
H -1.599 0.664 1.708
H -1.871 -1.376 0.130
H 0.682 -1.881 -0.108
H -1.433 -1.783 -0.486
H 0.449 -0.991 -1.713
H -0.811 2.178 -0.186
H -0.760 1.269 -1.741
H 3.071 0.788 0.642

***

Version C
16
Properties=species:S:1:pos:R:3 method="wB97M-V/def2-TZVPD" orbital_gap_ha=0.3515 mol_weight_g_mol=99.13 total_charge=0 lumo_ev=0.36
C -0.321 0.524 1.215
C 0.582 0.040 0.076
C 1.679 1.049 -0.275
C -1.704 -0.976 -1.597
O -2.741 -0.868 -0.803
C 1.167 -1.271 0.407
N 1.631 -2.295 0.681
H -0.786 1.475 0.932
H -1.114 -0.198 1.436
H 0.255 0.687 2.133
H 2.326 1.246 0.586
H 1.211 1.990 -0.584
H 2.296 0.683 -1.100
H -0.026 -0.099 -0.813
H -1.351 -2.015 -1.390
H -3.103 0.027 -0.904

***

Version D
16
Properties=species:S:1:pos:R:3 method="wB97M-V/def2-TZVPD" orbital_gap_ha=0.3021 mol_weight_g_mol=99.13 smiles="CC1=C(NO)CC1" total_charge=0 lumo_ev=0.75
C -1.763 -1.115 0.110
C -0.746 -0.061 -0.141
C -0.819 1.433 -0.336
C 0.631 1.471 0.267
C 0.579 -0.026 0.056
N 1.392 -1.149 0.032
O 2.703 -1.059 0.524
H -2.390 -1.369 -0.750
H -2.421 -0.748 0.912
H -1.271 -2.025 0.475
H 1.276 -1.628 -0.849
H -0.806 1.725 -1.394
H -1.617 1.995 0.158
H 0.558 1.708 1.337
H 1.395 2.112 -0.185
H 3.300 -1.265 -0.216

***

Energy ordering: version A at the bottom, the next structure 131.8 kJ/mol above.

***

Version A
19
Properties=species:S:1:pos:R:3 method="wB97M-V/def2-TZVPD" orbital_gap_ha=0.3221 mol_weight_g_mol=135.17 smiles="CC(=O)c1ccccc1N" total_charge=0 lumo_ev=0.39
C 1.759 -1.669 -1.186
C 0.490 -1.561 -0.427
C -0.102 -0.244 -0.184
C 0.113 0.773 -1.078
C -0.421 2.054 -0.822
C -0.997 2.324 0.455
C -1.160 1.255 1.361
C -0.728 0.021 1.026
H 2.254 -2.728 -1.172
H 2.392 -0.714 -0.759
H 1.787 -1.471 -2.230
H 0.643 0.467 -2.135
H -0.052 2.885 -1.728
H -1.222 3.267 0.826
H -1.512 1.616 2.180
H -1.547 -0.872 2.455
H -0.721 -1.792 1.610
N -0.897 -0.996 1.965
O -0.080 -2.615 -0.158

***

Version B
19
Properties=species:S:1:pos:R:3 method="wB97M-V/def2-TZVPD" orbital_gap_ha="0.2469 / 0.2785" mol_weight_g_mol=135.17 total_charge=0 lumo_ev="-0.11 / 0.31"
C 2.936 0.591 0.236
C 1.458 -1.188 0.174
C 0.766 0.762 -0.168
C 0.346 -1.982 0.281
C -0.885 -1.629 -0.254
C -1.153 -0.335 -0.993
C -0.637 0.957 -0.309
C -1.447 1.328 0.878
N 1.909 1.322 -0.126
O 2.659 -0.808 0.355
H 3.943 0.906 0.324
H 0.441 -3.023 0.494
H -1.688 -2.281 -0.209
H -0.630 -0.614 -1.935
H -2.177 -0.340 -1.227
H -0.826 1.816 -1.066
H -2.399 1.857 0.535
H -0.896 2.080 1.460
H -1.719 0.581 1.551

***

Version C
19
Properties=species:S:1:pos:R:3 method="wB97M-V/def2-TZVPD" orbital_gap_ha=0.3521 mol_weight_g_mol=135.17 total_charge=0 lumo_ev=0.68
C 1.637 -0.268 2.285
C 1.228 0.285 1.322
C 0.501 -2.508 -0.710
C -0.595 -2.390 -1.163
C -1.781 0.879 0.899
C -1.876 -0.218 1.626
C 0.582 0.862 0.164
C 0.952 1.519 -2.125
N -0.680 1.113 -0.072
O 1.452 1.171 -0.805
H 2.395 -0.652 2.913
H 1.479 -2.674 -0.281
H -1.541 -2.296 -1.559
H -2.567 1.679 0.893
H -2.692 -0.307 2.472
H -1.084 -1.010 1.619
H 0.333 2.417 -2.068
H 0.370 0.781 -2.663
H 1.889 1.617 -2.750

***

Energy ordering: version A at the bottom, the next structure 256.4 kJ/mol above.

***

Version A
17
Properties=species:S:1:pos:R:3 method="wB97M-V/def2-TZVPD" orbital_gap_ha=0.2678 mol_weight_g_mol=247.02 total_charge=-1 lumo_ev=3.08
I 0.510 0.112 -0.531
C -1.625 -2.470 -3.760
O -2.374 -2.655 -4.724
N -1.820 -3.044 -2.651
N -0.681 -1.511 -3.676
H -1.888 -4.021 -2.898
H -1.503 -2.584 -1.809
H -0.296 -1.550 -2.743
H -0.526 -0.837 -4.412
C 1.422 2.666 2.985
O 1.775 3.450 2.124
N 1.277 3.000 4.190
N 1.069 1.454 2.874
H 0.758 2.321 4.728
H 1.821 3.719 4.645
H 1.150 0.885 3.705
H 0.930 1.066 1.952

***

Version B
17
Properties=species:S:1:pos:R:3 method="wB97M-V/def2-TZVPD" orbital_gap_ha=0.3107 mol_weight_g_mol=247.02 total_charge=-1 lumo_ev=3.50
I 1.294 0.721 -1.206
C 1.475 -3.463 0.189
O 1.769 -4.605 0.608
N 0.714 -3.220 -0.822
N 2.042 -2.384 0.690
H 0.470 -4.007 -1.406
H 0.526 -2.268 -1.103
H 1.738 -1.506 0.295
H 2.742 -2.575 1.393
C -2.011 3.196 0.363
O -3.048 3.673 0.746
N -1.709 3.031 -0.947
N -1.136 2.681 1.127
H -2.372 3.377 -1.626
H -0.858 2.565 -1.227
H -1.301 2.629 2.122
H -0.337 2.155 0.804

***

Energy ordering: version B at the bottom, the next structure 219.9 kJ/mol above.

***

Version A
22
Properties=species:S:1:pos:R:3 method="wB97M-V/def2-TZVPD" orbital_gap_ha=0.3580 mol_weight_g_mol=130.26 smiles=C[C@H](S)[C@]1(C)C[C@@H]1C total_charge=0 lumo_ev=0.88
C 0.628 -1.840 -0.534
C 1.132 -0.339 -0.506
C 0.255 0.784 -0.140
C 0.716 2.145 -0.738
C -0.496 0.802 1.134
C -1.277 0.577 -0.015
C -2.029 -0.831 0.088
H 1.462 -2.442 -0.910
H 0.443 -2.241 0.563
H -0.295 -2.117 -1.022
H 1.478 -0.441 -1.634
H 2.294 -0.608 1.750
H 1.067 1.913 -1.857
H 1.592 2.528 -0.001
H -0.080 2.892 -0.517
H -0.566 1.711 1.691
H -0.490 -0.128 1.737
H -1.887 1.263 -0.334
H -3.012 -0.772 0.531
H -2.298 -1.484 -0.799
H -1.319 -1.223 1.094
S 2.682 -0.147 0.419

***

Version B
22
Properties=species:S:1:pos:R:3 method="wB97M-V/def2-TZVPD" orbital_gap_ha=0.3586 mol_weight_g_mol=130.26 smiles=C[C@@H](S)[C@@H]1CC1(C)C total_charge=0 lumo_ev=0.86
C -1.348 0.325 0.787
C 0.137 0.242 0.662
C -0.651 0.543 -0.571
C -1.009 -0.429 -1.611
C -0.783 2.045 -0.972
C 2.273 -1.219 0.164
C 0.915 -1.140 0.939
S 1.193 -1.181 2.792
H -1.872 -0.636 1.046
H -1.863 1.179 1.179
H 0.846 0.911 1.043
H -1.791 -0.016 -2.246
H -1.498 -1.252 -1.172
H -0.174 -0.762 -2.308
H 0.196 2.240 -1.531
H -1.044 2.680 -0.121
H -1.714 2.009 -1.750
H 2.011 -1.434 -0.878
H 2.830 -2.042 0.541
H 2.681 -0.163 0.265
H 0.210 -1.980 0.821
H 0.456 0.078 2.919

***

Energy ordering: version B at the bottom, the next structure 183.8 kJ/mol above.

***

Version A
21
Properties=species:S:1:pos:R:3 method="wB97M-V/def2-TZVPD" orbital_gap_ha=0.3524 mol_weight_g_mol=137.18 total_charge=0 lumo_ev=0.82
C 1.678 0.820 -1.487
C 1.616 0.465 -0.213
C -0.060 -0.335 1.678
C 0.693 -0.635 0.344
C -0.661 -0.487 -0.211
C 2.358 1.104 0.862
C -1.209 -0.265 -1.366
C -2.658 0.333 1.263
N -1.333 -0.434 1.120
O 0.111 -0.151 2.825
H 2.477 1.464 -1.691
H 1.108 -1.607 0.379
H 3.053 1.852 0.429
H 2.775 0.290 1.442
H 1.550 1.664 1.283
H 1.242 0.256 -2.220
H -2.124 0.164 -1.575
H -0.575 -0.565 -2.193
H -2.775 0.807 2.186
H -2.735 1.034 0.505
H -3.470 -0.386 1.115

***

Version B
21
Properties=species:S:1:pos:R:3 method="wB97M-V/def2-TZVPD" orbital_gap_ha=0.3900 mol_weight_g_mol=137.18 total_charge=0 lumo_ev=0.91
C 0.056 1.807 1.005
C -0.048 0.360 0.545
C -0.186 -0.591 1.700
N 0.765 -1.168 2.379
C -0.997 0.018 -0.629
C 0.017 0.559 -1.690
C -0.065 -0.730 -2.523
C -0.136 -1.212 -1.067
C 0.886 -0.128 -0.585
H 0.045 2.488 0.145
H -0.786 2.070 1.661
H 0.988 1.972 1.565
H -2.091 0.101 -0.663
H 0.107 1.597 -2.031
H -0.970 -0.866 -3.134
H 0.836 -1.007 -3.092
H -0.220 -2.235 -0.676
H 1.981 -0.216 -0.585
O -1.226 -0.499 2.494
H 1.595 -1.306 1.808
H -0.553 -1.013 3.372

***

Energy ordering: version A at the bottom, the next structure 124.7 kJ/mol above.